# 1
Below is a cluster of 9 separate species, C16H50O17 in total, with properties calculated with ωB97M-V with the def2-TZVPD basis set.

Last column: Löwdin charge in e.
CARTESIAN COORDINATES (ANGSTROEM)
C 32.912 -19.262 -34.492  -0.1221
H 28.921 -20.841 -34.877  0.1432
H 23.261 -14.545 -37.175  0.0853
H 33.939 -18.906 -34.572  0.1337
H 23.460 -23.882 -31.056  0.0832
H 25.747 -18.226 -33.177  0.1178
H 24.320 -20.266 -35.030  0.0789
O 25.464 -19.212 -31.365  -0.0566
H 21.901 -20.651 -31.327  0.0107
H 30.870 -21.540 -28.034  0.1157
H 32.696 -19.704 -35.465  0.1323
H 27.754 -18.656 -31.479  0.1355
C 24.142 -18.642 -36.503  -0.2593
H 32.205 -17.337 -33.767  0.1300
H 29.604 -23.789 -34.602  0.1535
O 32.708 -20.146 -33.331  0.0766
O 32.314 -18.964 -28.247  -0.0202
H 25.401 -18.312 -31.037  0.0366
H 25.703 -19.952 -33.332  0.1086
O 29.255 -20.985 -29.163  -0.0870
H 22.354 -15.423 -29.423  0.1255
H 22.551 -19.463 -32.002  0.0013
H 24.308 -16.104 -34.303  0.1105
O 24.808 -19.136 -37.617  -0.0502
H 29.568 -21.000 -32.872  0.0853
O 25.224 -16.532 -30.679  -0.0793
H 28.116 -22.370 -33.150  0.0636
H 28.439 -23.180 -35.758  0.1459
O 23.369 -14.958 -36.315  -0.0666
O 22.844 -22.149 -32.803  -0.0947
H 24.444 -16.921 -28.944  0.1251
C 23.367 -15.228 -29.774  -0.2299
C 28.919 -22.965 -34.803  -0.1470
C 26.010 -19.150 -32.662  -0.2180
H 27.201 -20.613 -31.126  0.0870
H 24.954 -13.700 -36.003  0.1209
C 30.634 -20.802 -28.801  -0.2155
H 25.488 -15.246 -36.591  0.1192
H 24.499 -14.981 -28.275  0.0858
H 25.530 -15.641 -30.489  0.0967
O 30.230 -21.307 -33.495  0.0184
H 28.715 -20.543 -28.504  0.0798
C 24.925 -15.231 -34.517  -0.2902
H 23.337 -17.339 -30.240  0.1231
H 32.849 -18.927 -29.044  0.0943
O 24.314 -24.213 -31.342  -0.0629
O 26.282 -15.340 -34.296  -0.0642
C 24.031 -22.836 -33.317  -0.1688
C 32.005 -18.006 -34.604  -0.1981
H 25.900 -23.745 -32.509  0.1050
H 24.527 -22.103 -33.954  0.0824
H 32.143 -17.425 -35.515  0.1333
H 23.053 -19.236 -34.745  0.1140
H 26.421 -15.135 -33.369  0.0828
H 31.234 -21.154 -29.641  0.1040
O 24.162 -14.407 -28.966  -0.0508
H 22.079 -22.370 -33.339  0.0907
H 30.415 -21.626 -35.530  0.1461
H 21.878 -20.054 -36.381  0.0881
C 29.650 -21.642 -34.754  -0.1419
H 23.665 -23.707 -33.860  0.1262
H 25.188 -22.435 -31.493  0.1091
C 27.461 -19.248 -32.346  -0.2165
C 30.993 -19.288 -28.492  -0.2696
O 30.598 -18.228 -34.529  -0.0599
O 22.641 -20.619 -36.240  -0.0504
O 27.849 -22.945 -33.871  0.0431
H 23.384 -14.689 -30.722  0.1262
O 27.681 -20.597 -31.957  -0.0835
H 24.806 -17.946 -35.991  0.1083
O 21.797 -19.710 -31.468  -0.0562
H 28.073 -19.017 -33.218  0.1120
H 23.344 -18.025 -36.916  0.1181
C 24.061 -16.593 -29.911  -0.2358
C 24.748 -14.769 -35.948  -0.2302
H 30.385 -18.730 -29.205  0.1075
C 23.555 -19.720 -35.583  -0.2294
H 30.381 -19.086 -27.613  0.1150
H 31.814 -20.456 -33.494  0.0333
C 24.981 -23.278 -32.153  -0.2266
H 24.161 -19.601 -38.153  0.0887
H 24.667 -14.430 -33.825  0.1238
H 30.152 -17.403 -34.735  0.0999

- multiplicity = 2
- E_HOMO (alpha / beta) (eV) = -11.95 / -11.95
- DFT total energy (eV) = -52194.760
- charge = +1
- LUMO (alpha / beta) (eV) = -2.3 / -9.6
- Kohn-Sham gap (alpha / beta) (eV) = 9.62 / 2.36
- <S²> = 0.755

---

# 2
Below is a cluster of 12 separate species, CH25NO13 in total, with properties calculated with ωB97M-V with the def2-TZVPD basis set.

Last column: Löwdin charge in e.
CARTESIAN COORDINATES (ANGSTROEM)
O -1.017 -2.821 -2.947  -0.0512
H 0.977 2.053 3.299  0.0450
H -1.875 1.430 -1.098  0.0696
O 0.095 0.086 -3.496  -0.0667
H 0.229 -2.561 2.172  0.0086
O 1.276 1.138 3.247  -0.0640
H -3.139 -0.161 -2.242  0.0789
H -0.696 -0.453 -3.425  -0.0146
O -0.059 -2.600 1.251  -0.0532
H 2.077 -0.194 -2.034  0.0453
H 2.436 1.384 1.262  0.0676
H 2.463 0.790 -0.175  0.0174
H 1.454 3.465 -1.890  0.0435
H 2.535 -1.195 -1.052  -0.0048
C -1.049 1.702 0.848  -0.6298
H -0.186 0.790 -2.878  0.0281
H 2.391 -3.683 -0.500  0.0553
O 1.170 3.449 -0.982  -0.0822
H 0.392 0.915 2.899  0.0090
H -0.219 -3.054 -2.434  0.0595
H -4.123 0.328 2.533  0.0246
N -1.299 1.941 -0.454  0.2024
O 2.159 -2.759 -0.428  -0.0573
O 0.745 -1.669 3.668  -0.0511
O -0.401 2.771 1.403  0.0653
H 0.232 3.219 0.829  0.0735
H 1.881 2.929 -0.509  0.0439
H 1.431 -1.231 3.133  0.0546
O -2.216 -0.249 -1.982  -0.0492
O -1.438 0.824 1.588  0.0602
O 1.924 1.377 0.418  -0.0962
H -3.613 0.113 1.152  -0.0060
H 0.012 -1.033 3.681  0.0532
H -0.917 -3.118 -3.864  0.0639
O -4.140 -0.312 1.828  -0.0578
H -0.835 2.762 -0.787  0.0771
H 1.371 -2.695 0.159  0.0154
H -1.929 -1.154 -1.870  0.0288
H -0.911 -2.193 1.076  0.0548
O 2.811 -0.332 -1.402  -0.0614

- E_HOMO (eV) = -10.53
- ΔE to the lowest compared entry with this formula, charge and spin (kcal/mol) = 13.8
- SMILES = NC(=O)O.O.O.O.O.O.O.O.O.O.O.O
- DFT total energy (eV) = -29552.233
- charge = 0
- LUMO (eV) = 0.0
- Kohn-Sham gap (eV) = 10.55

---

# 3
Below is a structure of composition C4H5CsMgO2, with properties calculated with ωB97M-V with the def2-TZVPD basis set.

Last column: Löwdin charge in e.
CARTESIAN COORDINATES (ANGSTROEM)
Mg 6.117 -0.266 -0.871  1.7005
O -3.544 1.358 0.213  -0.0189
C 3.482 -1.146 0.398  -0.1623
C -2.651 1.252 -0.644  -0.3460
Cs -6.236 3.854 1.951  0.9762
C -2.212 -0.010 -1.127  0.1297
H 2.223 -2.696 0.902  0.1360
H -2.180 2.160 -1.059  0.1130
O 4.258 -0.622 -0.326  0.0225
H -1.499 -0.062 -1.949  0.0651
H -2.651 -0.925 -0.727  0.0814
H 2.301 -1.198 2.082  0.1344
C 2.592 -1.700 1.157  0.1683

- multiplicity = 2
- E_HOMO (alpha / beta) (eV) = -16.21 / -16.45
- DFT total energy (eV) = -14285.769
- charge = +3
- LUMO (alpha / beta) (eV) = -14.5 / -14.5
- Kohn-Sham gap (alpha / beta) (eV) = 1.72 / 1.95
- <S²> = 0.769

---

# 4
Below is the molecule C3H5NO2, with properties calculated with ωB97M-V with the def2-TZVPD basis set.

Last column: Löwdin charge in e.
CARTESIAN COORDINATES (ANGSTROEM)
H 1.572 1.411 0.818  0.0884
C -0.087 -1.420 -1.250  -0.3296
H 1.084 -0.038 1.740  0.0894
C 0.725 0.850 1.219  -0.0219
N -1.296 0.965 -0.143  0.1837
O -1.282 -1.512 -0.964  0.0150
H 0.189 1.507 1.909  0.0884
H 0.475 -2.188 -1.801  0.1457
O 0.660 -0.403 -0.869  0.0328
H -1.873 0.374 -0.753  0.0703
C -0.167 0.454 0.093  -0.3622

- E_HOMO (eV) = -10.21
- ΔE to the lowest compared entry with this formula, charge and spin (kcal/mol) = 34.6
- SMILES = [H]/N=C(/C)OC=O
- DFT total energy (eV) = -8776.194
- charge = 0
- LUMO (eV) = 0.8
- Kohn-Sham gap (eV) = 11.03